[1]
The following is a DFT calculation (ωB97M-V/def2-TZVPD) of a 21-piece molecular cluster, C55H152O21 overall in a non-equilibrium geometry.

CARTESIAN COORDINATES (ANGSTROEM)
C (-4.0377, 1.5546, 0.5960)
C (-4.6157, 0.8771, -0.6275)
C (-3.7293, 0.9937, -1.9067)
O (-4.7479, -0.5391, -0.4186)
H (-4.0573, 2.6178, 0.5041)
H (-3.0377, 1.2282, 0.7005)
H (-4.4732, 1.1376, 1.4829)
H (-5.6437, 1.2405, -0.9395)
H (-4.2236, 0.5216, -2.7212)
H (-2.7818, 0.4590, -1.7653)
H (-3.4222, 1.9829, -2.1281)
H (-4.2756, -0.7951, 0.3498)
C (-1.8868, 6.3491, 4.4757)
C (-3.2422, 5.9098, 3.9385)
C (-3.1666, 5.3740, 2.4999)
O (-3.8764, 4.9596, 4.7631)
H (-1.0834, 5.6448, 4.2935)
H (-1.9211, 6.4162, 5.5498)
H (-1.6441, 7.3370, 4.0895)
H (-3.8001, 6.9195, 3.9204)
H (-4.0478, 4.9362, 2.1276)
H (-2.3632, 4.6595, 2.4047)
H (-2.9448, 6.2349, 1.8411)
H (-4.2356, 5.3754, 5.5608)
C (1.7806, -3.7531, -2.7166)
C (0.8251, -3.3339, -3.7793)
C (1.3400, -3.6709, -5.1363)
O (-0.3871, -4.0915, -3.5176)
H (2.0631, -4.8149, -2.7836)
H (1.3778, -3.5927, -1.6789)
H (2.6323, -3.0924, -2.7844)
H (0.6357, -2.2695, -3.6748)
H (0.6790, -3.1950, -5.8874)
H (1.3248, -4.7450, -5.2848)
H (2.3242, -3.2259, -5.2796)
H (-0.4909, -4.0688, -2.5738)
C (3.1790, -3.4434, 0.6264)
C (1.8380, -3.8261, 1.2682)
C (2.0375, -5.0243, 2.2156)
O (1.2919, -2.6782, 1.9544)
H (2.9674, -2.7307, -0.1498)
H (3.6428, -4.3591, 0.3030)
H (3.7874, -2.9773, 1.4349)
H (1.1222, -4.1170, 0.4708)
H (2.4800, -4.6880, 3.1347)
H (2.7197, -5.7668, 1.7454)
H (1.0564, -5.4261, 2.3673)
H (1.9340, -2.2089, 2.5670)
C (3.4855, 6.0441, 4.1652)
C (3.3999, 5.3241, 2.8283)
C (2.0580, 4.5645, 2.7836)
O (3.2024, 6.2588, 1.7081)
H (2.5649, 6.6010, 4.3388)
H (4.2984, 6.7872, 4.1717)
H (3.6531, 5.3265, 4.9897)
H (4.1759, 4.5985, 2.5776)
H (2.1998, 4.1112, 1.8105)
H (1.2197, 5.2449, 2.7650)
H (1.9181, 3.7573, 3.5318)
H (3.7633, 7.0057, 1.9223)
C (-5.4916, -5.9484, -4.8065)
C (-4.8070, -5.4055, -3.5671)
C (-5.5352, -4.2539, -2.8487)
O (-4.6206, -6.4850, -2.5660)
H (-6.4643, -6.3640, -4.6346)
H (-4.8302, -6.5777, -5.3973)
H (-5.6867, -5.0454, -5.4146)
H (-3.8011, -5.0284, -3.7912)
H (-4.8374, -3.9103, -2.0283)
H (-6.4467, -4.5783, -2.3745)
H (-5.6916, -3.4291, -3.5264)
H (-5.3958, -7.1025, -2.4808)
C (-5.2882, -2.4863, 6.1314)
C (-4.3122, -3.2236, 5.2324)
C (-4.9756, -4.5100, 4.6590)
O (-3.9273, -2.4504, 4.0612)
H (-6.3168, -2.5185, 5.7168)
H (-5.0269, -1.4155, 6.1622)
H (-5.2293, -2.9298, 7.1234)
H (-3.3704, -3.4949, 5.7157)
H (-5.2255, -5.1876, 5.5167)
H (-4.4233, -5.0047, 3.8645)
H (-5.9416, -4.1729, 4.2909)
H (-3.4777, -1.6208, 4.3328)
C (-1.2172, -7.6129, 0.9834)
C (-1.8512, -7.0347, -0.3341)
C (-0.8424, -6.8032, -1.4508)
O (-2.8948, -7.8415, -0.7567)
H (-0.3021, -7.1126, 1.3853)
H (-0.8427, -8.5844, 0.6811)
H (-1.9861, -7.7749, 1.7563)
H (-2.2002, -6.0342, -0.1307)
H (-0.1046, -6.0363, -1.1788)
H (-1.3311, -6.4454, -2.4029)
H (-0.2584, -7.6791, -1.6452)
H (-3.5607, -7.3732, -1.2547)
C (0.4107, 0.4067, 1.2212)
C (1.4080, 0.1405, 0.1007)
C (0.7799, -0.2638, -1.2449)
O (2.1158, 1.3987, -0.1999)
H (-0.2266, 1.2582, 1.0487)
H (0.8759, 0.6767, 2.1504)
H (-0.0722, -0.5720, 1.4323)
H (2.0738, -0.6664, 0.3379)
H (1.6492, -0.4202, -1.9357)
H (0.0993, 0.4924, -1.6136)
H (0.1738, -1.1250, -1.0325)
H (2.7861, 1.5087, 0.5108)
C (-2.2562, 2.5500, -6.3466)
C (-1.7348, 3.1386, -5.0206)
C (-1.0192, 2.1144, -4.1189)
O (-0.8637, 4.2581, -5.1361)
H (-2.7589, 3.3931, -6.8466)
H (-2.9721, 1.8217, -6.0226)
H (-1.4293, 2.2184, -6.9973)
H (-2.6149, 3.5295, -4.5592)
H (-0.0734, 1.7639, -4.6734)
H (-1.7287, 1.2277, -4.0205)
H (-0.7080, 2.5154, -3.1239)
H (-0.0224, 3.9725, -5.4794)
C (5.3689, -0.0657, 0.5086)
C (4.4911, -0.0662, 1.7879)
C (5.1797, -0.4305, 3.1165)
O (3.9368, 1.2692, 1.8977)
H (6.2735, 0.4968, 0.6193)
H (4.8196, 0.4803, -0.2922)
H (5.5638, -1.0673, 0.1161)
H (3.5719, -0.6671, 1.6915)
H (4.5090, -0.5926, 3.9301)
H (6.0272, 0.2706, 3.4350)
H (5.6464, -1.3904, 2.9927)
H (4.6074, 1.8671, 1.5731)
C (1.1052, 6.8808, -5.0180)
C (2.0373, 5.8012, -4.5235)
C (1.5261, 5.0848, -3.2570)
O (2.1615, 4.7419, -5.4982)
H (1.5492, 7.2987, -5.9486)
H (0.9590, 7.6366, -4.2624)
H (0.1782, 6.3869, -5.3152)
H (3.0361, 6.2247, -4.3485)
H (2.3040, 4.3971, -2.8617)
H (0.5987, 4.5690, -3.4724)
H (1.2361, 5.9110, -2.5826)
H (2.4591, 5.1108, -6.3406)
C (-4.2001, 1.5984, 4.6275)
C (-2.8244, 1.2195, 4.1288)
C (-1.7409, 2.2829, 4.3603)
O (-2.4278, 0.0047, 4.8072)
H (-4.3941, 2.6230, 4.4436)
H (-4.1892, 1.4965, 5.7036)
H (-4.9349, 0.8985, 4.2335)
H (-2.8502, 1.0512, 3.0558)
H (-0.7980, 1.8756, 4.0424)
H (-1.7989, 2.5777, 5.4096)
H (-2.1104, 3.0386, 3.6906)
H (-1.6152, -0.3739, 4.5180)
C (-1.0376, -4.0630, 4.6194)
C (-0.3595, -2.8303, 5.1135)
O (-0.4250, -1.7853, 4.0783)
H (-0.3707, -4.6341, 4.0082)
H (-1.9205, -3.7600, 4.0570)
H (-1.4341, -4.5926, 5.4476)
H (0.7200, -2.9368, 5.4120)
H (-0.8990, -2.4702, 5.9371)
H (-0.1786, -2.1960, 3.2609)
C (1.6576, 0.7366, 4.8203)
C (2.6658, 1.2283, 5.8364)
O (2.4480, 0.7536, 7.1621)
H (1.6937, 1.3465, 3.8824)
H (0.7066, 0.8918, 5.2886)
H (1.7332, -0.3146, 4.5613)
H (2.6995, 2.3217, 5.8301)
H (3.7025, 0.9851, 5.6042)
H (1.5085, 0.8052, 7.3569)
C (6.1495, 3.8424, -1.3549)
C (5.2178, 3.8769, -0.0656)
O (5.8065, 3.0967, 1.0117)
H (6.2055, 2.8234, -1.6166)
H (7.1956, 4.1430, -1.1201)
H (5.8184, 4.5631, -2.1334)
H (4.3004, 3.3327, -0.3778)
H (4.9264, 4.8946, 0.2051)
H (6.4814, 3.5225, 1.5338)
C (8.0506, -1.1152, -3.7210)
C (6.7248, -1.1425, -3.1264)
O (6.6337, -0.0172, -2.2823)
H (8.8509, -1.1650, -3.0419)
H (8.2167, -0.1777, -4.2313)
H (8.0570, -2.0523, -4.3846)
H (6.4355, -2.0977, -2.6388)
H (5.9220, -0.9980, -3.8967)
H (5.7249, 0.3806, -2.2630)
C (3.1280, 0.4673, -4.1014)
C (3.4526, 1.7446, -3.3112)
O (4.0699, 1.3814, -2.0757)
H (2.2577, 0.0537, -3.6837)
H (4.0063, -0.1668, -4.1958)
H (3.0170, 0.7709, -5.1194)
H (2.5599, 2.3407, -3.1260)
H (4.1558, 2.4026, -3.8870)
H (3.3752, 1.2560, -1.4112)
C (-1.5708, 4.6819, -1.1364)
C (-0.4458, 4.0464, -0.3313)
O (-0.1087, 2.9748, -1.1557)
H (-1.2371, 5.1154, -2.1245)
H (-2.1516, 5.4460, -0.6197)
H (-2.3370, 4.0187, -1.4405)
H (-0.7158, 3.6998, 0.6693)
H (0.3503, 4.7907, -0.1646)
H (0.7511, 2.6865, -0.8711)
C (-3.1764, -1.7321, -4.4507)
C (-2.7287, -1.5766, -5.8911)
O (-3.9064, -1.8151, -6.6522)
H (-3.9720, -1.0187, -4.1483)
H (-2.3400, -1.6620, -3.7403)
H (-3.6645, -2.7250, -4.3181)
H (-1.8986, -2.3357, -6.0411)
H (-2.3214, -0.5628, -6.1025)
H (-3.6847, -1.7503, -7.5979)
C (-2.0164, -3.2048, -0.4849)
C (-2.1949, -3.3004, 0.9963)
O (-2.7561, -2.0279, 1.4657)
H (-1.6450, -4.2346, -0.8213)
H (-1.2665, -2.4678, -0.5982)
H (-2.9626, -2.8336, -0.9036)
H (-1.2960, -3.5169, 1.4989)
H (-2.8228, -4.1350, 1.2833)
H (-3.0132, -2.2295, 2.3727)

Results
- multiplicity = 1
- total energy (eV) = -102493.4622

[2]
The following is a DFT calculation (ωB97M-V/def2-TZVPD) of a single C7H9NO molecule in a non-equilibrium geometry.

CARTESIAN COORDINATES (ANGSTROEM)
C (1.0877, 1.5142, 0.3100)
C (1.1926, 0.0907, -0.1069)
C (0.6403, -0.9529, 1.0555)
C (-0.5492, -1.1575, 0.1755)
C (-1.6787, -1.7455, -0.2514)
C (-0.8234, -0.5543, -1.9422)
C (-0.0202, -0.4257, -0.8534)
H (-0.9682, 1.5345, 0.3996)
H (-0.2615, 2.7032, 1.2816)
H (0.9852, 2.1500, -0.6015)
H (1.9627, 1.7579, 0.9259)
H (2.2018, -0.2640, -0.5338)
H (1.2258, -1.8338, 1.2167)
H (0.3777, -0.5569, 2.0761)
H (-2.3227, -2.4240, 0.2236)
H (-0.9048, -0.1951, -2.9285)
N (-0.2314, 1.7152, 1.0991)
O (-1.9137, -1.3560, -1.5459)

Results
- SMILES = NC[C@H]1Cc2cocc21
- multiplicity = 1
- total energy (eV) = -10939.5214

[3]
The following is a DFT calculation (ωB97M-V/def2-TZVPD) of C9H21N3O2SSeSiTl as an isolated structure in a non-equilibrium geometry.

CARTESIAN COORDINATES (ANGSTROEM)
Tl (0.7919, 1.3074, -0.5829)
N (1.6849, -0.2282, 1.1760)
C (1.6901, -1.6205, 0.7780)
C (0.7693, -1.9211, -0.4497)
O (0.7807, -3.1360, -0.7600)
O (0.1534, -0.9835, -1.0208)
H (2.6032, 0.1484, 1.4241)
H (1.0449, -0.0059, 1.9457)
H (1.3135, -2.2843, 1.5852)
H (2.7215, -1.9575, 0.5057)
C (-2.3748, 0.4105, 4.2188)
Si (-1.9993, 2.1444, 3.5457)
C (-3.3450, 2.5083, 2.2414)
C (-2.2515, 3.3713, 4.9736)
Se (0.0963, 2.3341, 2.7026)
H (-3.3409, 0.3638, 4.7317)
H (-1.5699, 0.1188, 4.9278)
H (-2.4019, -0.3480, 3.4151)
H (-4.3474, 2.4613, 2.6888)
H (-3.2783, 1.7844, 1.4177)
H (-3.1625, 3.5271, 1.8241)
H (-3.2489, 3.2132, 5.4439)
H (-2.1914, 4.4150, 4.6252)
H (-1.4932, 3.2592, 5.7671)
S (3.4199, 0.4394, -1.8302)
C (2.4646, -0.4624, -2.9246)
N (2.5003, -1.8129, -3.0498)
C (1.5106, -2.6638, -3.7431)
C (0.3053, -1.8480, -4.1922)
C (0.7483, -0.4852, -4.7438)
N (1.7008, 0.1695, -3.8342)
H (3.1031, -2.2449, -2.3526)
H (1.2104, -3.4691, -3.0353)
H (2.0283, -3.1305, -4.6130)
H (-0.3627, -1.6903, -3.3230)
H (-0.2498, -2.4126, -4.9459)
H (-0.1148, 0.1823, -4.8717)
H (1.2105, -0.6123, -5.7392)
H (1.8800, 1.1587, -3.9264)

Results
- multiplicity = 1
- net charge = -1
- total energy (eV) = -106997.3422

[4]
The following is a DFT calculation (ωB97M-V/def2-TZVPD) of an isolated ion of composition C5H7OS and charge -1 in a non-equilibrium geometry.

CARTESIAN COORDINATES (ANGSTROEM)
C (0.4721, 2.0838, 0.4994)
C (0.5400, 0.7015, 0.4447)
C (-1.6615, -0.4611, 0.1127)
C (0.6899, -1.5869, -0.5724)
C (-0.0196, -0.2617, -0.5659)
O (-1.7403, -1.2433, 1.0660)
S (-2.6444, 0.8239, -0.4656)
H (0.9356, 2.5462, 1.3711)
H (-0.1185, 2.6768, -0.2126)
H (0.9821, 0.2199, 1.2933)
H (1.7308, -1.4456, -0.1953)
H (0.1579, -2.2873, 0.2174)
H (0.7772, -2.1760, -1.4771)
H (-0.1014, 0.4099, -1.5155)

Results
- SMILES = C=C[C@@H](C)C([O-])=S
- multiplicity = 1
- net charge = -1
- total energy (eV) = -18181.1715

[5]
The following is a DFT calculation (ωB97M-V/def2-TZVPD) of C3H5IrMgO3 as an isolated structure in a non-equilibrium geometry.

CARTESIAN COORDINATES (ANGSTROEM)
O (-0.2338, 2.0364, -0.4775)
C (-1.4299, 1.5634, -0.1600)
C (-1.7826, 0.2590, -0.1455)
O (-0.9451, -0.7025, -0.6786)
C (0.0134, -1.3578, 0.1784)
Ir (0.9788, 0.6540, -0.9409)
H (-2.1542, 2.2760, 0.2627)
H (-2.5952, -0.1210, 0.4766)
H (0.1311, -2.3576, -0.2676)
H (-0.2823, -1.2695, 1.2380)
Mg (4.2168, 0.3723, 0.1339)
O (2.3953, -0.1361, -0.0932)
H (1.6877, -1.2167, 0.4736)

Results
- multiplicity = 6
- net charge = +1
- total energy (eV) = -17602.6119

[6]
The following is a DFT calculation (ωB97M-V/def2-TZVPD) of C24H24AsI3N3O4PdSe as an isolated structure in a non-equilibrium geometry.

CARTESIAN COORDINATES (ANGSTROEM)
Pd (0.6586, 0.0135, 0.1375)
I (3.5322, 3.5317, -5.6941)
C (2.9731, 2.0662, -4.3615)
C (3.9327, 1.1848, -3.8597)
C (3.5612, 0.2196, -2.9550)
I (4.9256, -1.0748, -2.1270)
C (2.1841, 0.0993, -2.5209)
O (1.8459, -0.7595, -1.6799)
C (1.2160, 1.0303, -3.0740)
C (-0.2232, 0.8686, -2.6807)
N (-0.4877, 1.1889, -1.2535)
C (-0.2355, 2.5960, -0.9092)
C (1.1981, 2.7967, -0.4936)
C (1.7914, 4.0467, -0.5395)
C (3.1123, 4.1831, -0.1498)
C (3.8137, 3.0600, 0.2608)
C (3.1620, 1.8441, 0.2858)
N (1.8790, 1.7212, -0.0715)
C (1.6200, 1.9780, -3.9654)
H (4.9628, 1.2709, -4.1764)
H (-0.5234, -0.1686, -2.8155)
H (-0.8401, 1.5135, -3.3133)
H (-1.4505, 0.9347, -1.0578)
H (-0.8846, 2.8762, -0.0801)
H (-0.4563, 3.2473, -1.7598)
H (1.2213, 4.8973, -0.8883)
H (3.5926, 5.1519, -0.1780)
H (4.8506, 3.1165, 0.5583)
H (3.6647, 0.9336, 0.5841)
H (0.9021, 2.6680, -4.3918)
Se (2.1928, -1.1434, 1.5806)
C (1.9598, -2.7959, 0.8219)
N (1.8102, -3.8439, 0.3667)
I (-4.9478, -6.9291, 1.2095)
C (-3.7461, -5.3007, 0.7180)
C (-3.9989, -4.5873, -0.4465)
C (-3.1964, -3.5063, -0.7702)
C (-2.1555, -3.1285, 0.0704)
C (-1.9040, -3.8588, 1.2274)
C (-2.6951, -4.9478, 1.5544)
C (-1.3242, -1.9522, -0.3083)
O (-0.6165, -1.4366, 0.6778)
O (-1.3638, -1.4601, -1.4234)
H (-4.8114, -4.8776, -1.0978)
H (-3.3653, -2.9464, -1.6800)
H (-1.0652, -3.5945, 1.8555)
H (-2.4897, -5.5248, 2.4452)
C (-3.0065, -0.1734, 2.1754)
As (-1.3494, 0.4817, 2.8919)
C (-1.7980, 1.9065, 4.0940)
C (-0.5344, -0.8828, 3.9559)
O (-0.3496, 1.1760, 1.7311)
H (-3.8074, 0.0256, 2.8858)
H (-2.9322, -1.2406, 1.9798)
H (-3.2103, 0.3541, 1.2448)
H (-2.4456, 1.5379, 4.8884)
H (-2.3090, 2.6904, 3.5382)
H (-0.8802, 2.3055, 4.5210)
H (-1.2616, -1.2117, 4.6986)
H (0.3402, -0.4679, 4.4523)
H (-0.2377, -1.7033, 3.3117)

Results
- multiplicity = 1
- net charge = +1
- total energy (eV) = -191897.1697

[7]
The following is a DFT calculation (ωB97M-V/def2-TZVPD) of C5H10N2O as an isolated structure in a non-equilibrium geometry.

CARTESIAN COORDINATES (ANGSTROEM)
C (-1.2328, 0.5535, -1.5199)
C (0.1380, 0.5240, -1.3793)
C (0.9676, 0.6774, -0.2449)
C (0.7552, 1.5624, 1.1160)
C (-1.2737, -1.8267, -0.1746)
H (-1.6711, 0.7871, -0.4403)
H (-1.9134, -0.4683, -1.7795)
H (-1.7618, 1.2792, -2.3498)
H (0.7126, 0.3678, -2.3625)
H (1.9547, 0.5888, -0.7194)
H (-0.3972, 2.3812, 1.2406)
H (1.5894, 2.3666, 1.7699)
H (-0.0375, -0.5330, 1.8134)
H (-1.2967, -1.5705, -1.2606)
H (-1.8860, -2.6916, 0.4365)
N (0.6079, -0.6741, -0.3726)
N (-0.2992, -1.1986, 0.4640)
O (0.8026, 0.2072, 2.0286)

Results
- multiplicity = 1
- total energy (eV) = -10364.8610

[8]
The following is a DFT calculation (ωB97M-V/def2-TZVPD) of C25H33CoN9O4 as an isolated structure in a non-equilibrium geometry.

CARTESIAN COORDINATES (ANGSTROEM)
Co (0.4418, -0.1018, 1.3377)
C (5.3888, 3.7033, -1.9750)
C (4.3601, 2.6816, -1.5608)
C (4.1421, 1.5228, -2.2508)
C (3.1204, 0.5945, -1.9083)
C (2.9826, -0.4557, -2.8512)
N (1.9617, -1.1871, -3.2040)
C (0.5206, -0.9307, -3.0153)
C (0.0210, 0.0920, -4.0511)
C (-1.5051, 0.1904, -4.0865)
N (-1.9551, 0.4909, -2.7361)
C (-3.1240, 0.1982, -2.1542)
C (-3.2705, 0.1425, -0.7882)
C (-4.5373, -0.1586, -0.1968)
C (-4.8995, -0.6074, 1.0497)
C (-6.3376, -1.0548, 1.2667)
C (-4.0163, -0.7820, 2.1572)
C (-2.7656, -0.2775, 2.2580)
C (-1.7828, -0.5292, 3.2803)
N (-0.5353, -0.3026, 3.0563)
C (0.4014, -0.2287, 4.1840)
C (0.7618, 1.2450, 4.4410)
C (0.6113, 2.1334, 3.2062)
N (1.1821, 1.5585, 1.9681)
C (1.9812, 2.2884, 1.2968)
C (2.6316, 1.9591, 0.0327)
C (3.5604, 2.8749, -0.4260)
C (2.3880, 0.7469, -0.6859)
O (1.6384, -0.1913, -0.2320)
C (-2.0356, 0.1643, 0.0431)
O (-0.9488, 0.6441, -0.3696)
H (6.0186, 3.3257, -2.7788)
H (6.0341, 3.9737, -1.1388)
H (4.9103, 4.6184, -2.3275)
H (4.7338, 1.3246, -3.1403)
H (3.8750, -0.6755, -3.4322)
H (2.1721, -1.8841, -3.9054)
H (0.3575, -0.6036, -1.9902)
H (0.0109, -1.8836, -3.1669)
H (0.3689, -0.1937, -5.0461)
H (0.4501, 1.0723, -3.8249)
H (-1.9400, -0.7510, -4.4294)
H (-1.8045, 0.9666, -4.7914)
H (-1.2519, 0.7633, -2.0635)
H (-3.9640, -0.0532, -2.7961)
H (-5.3679, -0.1057, -0.8974)
H (-6.9582, -0.8421, 0.3984)
H (-6.7882, -0.5604, 2.1286)
H (-6.3851, -2.1309, 1.4526)
H (-4.3774, -1.3776, 2.9939)
H (-2.1018, -0.8904, 4.2589)
H (1.3052, -0.7710, 3.9158)
H (-0.0170, -0.6887, 5.0798)
H (1.7819, 1.3015, 4.8242)
H (0.1029, 1.6562, 5.2070)
H (1.0723, 3.1002, 3.4045)
H (-0.4462, 2.3040, 3.0072)
H (2.2310, 3.2705, 1.6986)
H (3.7029, 3.7845, 0.1527)
N (1.9526, -2.0726, 1.8029)
N (1.3371, -3.1466, 1.1520)
C (0.1382, -3.0089, 0.5818)
N (-0.3519, -4.0447, -0.0930)
N (-0.4474, -1.7906, 0.6994)
N (-1.6756, -1.5793, 0.2864)
O (-2.3925, -2.4198, -0.1726)
O (-2.3263, 0.6434, 1.3372)
H (2.7233, -1.7272, 1.2396)
H (2.2902, -2.3907, 2.7037)
H (1.8785, -3.9718, 0.9334)
H (0.0926, -4.9465, -0.0073)
H (-1.3262, -4.0187, -0.3431)

Results
- multiplicity = 2
- net charge = +2
- total energy (eV) = -85672.2714